# 1
{"formula": "C41H43KN2O7PSe", "method": "the ωB97M-V functional and the def2-TZVPD basis", "elements": ["H", "H", "C", "C", "C", "H", "C", "H", "C", "H", "C", "H", "H", "C", "C", "H", "H", "H", "C", "H", "H", "H", "H", "C", "H", "O", "C", "C", "H", "Se", "H", "C", "O", "H", "H", "H", "C", "H", "H", "H", "H", "C", "C", "O", "C", "H", "P", "C", "H", "H", "H", "C", "H", "C", "C", "C", "C", "H", "H", "C", "C", "C", "H", "C", "C", "C", "C", "C", "O", "C", "H", "O", "K", "H", "O", "N", "H", "H", "H", "H", "O", "C", "H", "C", "C", "C", "H", "C", "N", "C", "H", "H", "C", "C", "C", "H"], "coordinates": [[-4.8830, -1.0654, 1.0285], [2.7421, -2.5690, 2.8684], [3.8442, 2.1497, 3.0891], [-1.4198, 0.4277, 3.0213], [-4.7597, 0.6439, -4.5784], [3.3709, 0.2085, 4.0009], [-1.2648, -3.8914, 3.3097], [-2.5249, -0.9795, 1.2062], [2.8841, 2.4131, 1.9105], [2.0191, -4.8131, 5.1077], [1.5456, -2.5586, -4.5678], [-1.5008, -0.6310, 3.2715], [-3.4296, 2.7206, 1.3220], [2.5017, -3.6322, 2.7769], [-1.2795, -4.5109, 4.5566], [2.2918, 3.3185, 1.9662], [-0.3591, -1.5299, -1.9821], [4.5881, 2.7986, 0.6073], [0.2022, -1.4624, -2.9113], [3.4501, 2.5645, 4.0153], [-0.7009, -4.9098, 7.3125], [2.0618, 2.1750, -3.5093], [-0.6620, -6.4864, 6.5324], [1.0888, -4.5501, 4.6107], [1.1096, 0.7092, -5.3440], [2.0288, 1.2604, 1.9448], [0.8529, 5.1162, -4.6513], [1.7687, 4.1275, -4.3231], [-1.2897, 1.0006, 3.9431], [0.0406, -2.6445, 1.0289], [-5.0355, 0.6944, 1.2587], [1.3345, 2.9109, -3.8212], [1.7209, 4.8269, 0.1923], [-2.4223, 3.0019, 2.7469], [-5.7450, 0.5497, -5.0174], [-0.4889, 0.5376, 2.4678], [3.0668, 0.2652, 1.8737], [-3.4982, 0.7918, 2.9173], [4.8906, 0.1809, 3.0974], [-2.4795, -3.4853, 1.5840], [-1.6813, 2.5576, 1.2054], [3.8830, 0.6994, 0.6266], [-3.3472, 0.4308, -1.1133], [1.2334, 2.8261, -0.3309], [-2.9598, 0.0095, 1.0328], [2.2095, -1.3193, -6.1884], [-0.5258, 1.1531, -2.7608], [-0.1604, -5.5164, 6.5813], [0.7454, -3.5225, -2.8112], [-2.2418, -4.7446, 5.0072], [-2.0002, 3.5163, -3.7934], [1.0215, -0.2163, -4.7903], [0.8459, -5.6828, 6.9685], [-3.6470, 0.8512, -5.3780], [-3.3571, 0.6543, -2.5900], [1.1510, -3.9265, 3.3669], [0.2995, -0.2512, -3.6008], [2.8313, 4.3088, -4.4195], [-1.5354, 1.1486, -5.3992], [-0.0358, -3.5686, 2.6977], [1.6406, -1.3637, -5.2673], [-0.1152, -4.8455, 5.2324], [1.1933, 6.0707, -5.0337], [-4.4645, -0.0956, 0.7634], [-2.6396, 0.9069, 2.2436], [-0.0293, 2.6611, -3.6483], [0.8181, -2.6095, -3.3881], [-2.5390, 2.3799, 1.8572], [-4.5872, 0.0767, -0.6509], [3.6675, 2.2184, 0.6113], [-3.7401, 0.9176, -6.4549], [3.3901, 3.2842, -1.5592], [0.5154, 0.2484, 0.1088], [-5.4795, 0.3542, -2.5980], [3.3719, -0.9785, -1.0387], [-2.4077, 0.4680, -0.2597], [3.2802, -4.2016, 3.2892], [2.6213, -0.7277, 1.8140], [2.0484, -3.4444, -4.9357], [4.9151, 0.3658, 0.7188], [2.6139, 1.1064, -1.3007], [-0.5006, 4.8888, -4.4557], [-1.2218, 5.6646, -4.6832], [-2.5912, -3.5853, 2.6627], [2.9819, 2.5286, -0.7260], [-2.2350, 0.9012, -3.3958], [2.5212, -3.8548, 1.7101], [-4.6107, 0.5394, -3.2094], [0.8527, 4.0548, -0.1368], [-0.9401, 3.6728, -3.9514], [-3.3150, -4.3738, 2.8822], [-3.0063, -2.6451, 3.0425], [-2.4072, 0.9767, -4.7802], [3.8839, 0.5974, 3.1223], [3.3016, 0.1675, -0.6692], [4.8237, 2.5941, 2.9114]], "homo_energy_ha": -0.1454, "e_tot_ev": -151489.698, "spin_multiplicity": 1, "relative_energy_kj_mol": 55.76, "charge": -1}

=====

# 2
{"formula": "C41H43N6O8PPdS", "method": "the ωB97M-V functional and the def2-TZVPD basis", "elements": ["C", "C", "H", "H", "H", "C", "C", "H", "H", "C", "C", "C", "C", "H", "H", "C", "H", "O", "C", "H", "H", "H", "H", "C", "H", "H", "C", "H", "Pd", "H", "N", "S", "H", "C", "C", "H", "C", "H", "O", "O", "O", "C", "H", "H", "C", "C", "C", "C", "H", "C", "C", "C", "H", "N", "H", "H", "C", "O", "H", "C", "N", "H", "P", "H", "N", "H", "C", "H", "C", "H", "C", "O", "C", "H", "H", "O", "H", "H", "C", "C", "N", "H", "H", "C", "C", "H", "H", "H", "O", "C", "C", "C", "C", "C", "H", "C", "C", "H", "H", "C", "N"], "coordinates": [[12.3637, 7.4688, 16.7325], [13.5144, 6.9054, 9.1621], [12.9061, 13.7430, 21.0957], [13.6057, 15.2139, 12.5207], [10.6057, 11.1043, 18.4131], [10.8860, 13.2980, 13.6515], [13.4361, 8.5046, 16.6206], [13.2555, 7.8913, 7.2710], [14.0442, 6.1107, 8.7248], [10.2181, 15.1874, 12.2261], [15.1306, 7.1446, 17.9198], [6.9954, 10.9016, 15.8095], [13.8046, 8.1579, 21.8253], [15.1688, 13.1660, 12.8456], [11.7452, 16.5305, 11.5645], [12.5824, 12.3362, 10.0375], [15.4920, 6.7472, 19.9477], [13.4005, 12.9500, 17.1617], [7.3480, 12.2302, 15.9642], [6.0210, 10.6140, 16.1317], [9.6413, 8.2640, 11.0250], [14.7102, 13.8619, 21.1148], [9.4132, 15.7305, 11.7230], [9.3988, 11.7819, 14.7925], [7.2841, 12.4463, 9.6896], [13.9335, 13.3626, 8.7369], [12.3739, 8.1952, 12.5067], [6.6666, 12.9730, 16.4485], [11.6674, 11.1939, 15.9306], [12.7688, 6.2595, 22.0527], [12.2773, 12.0548, 18.9246], [13.6409, 8.1876, 20.0819], [12.1325, 9.8898, 8.2703], [14.6487, 10.1845, 16.0883], [15.4539, 9.2816, 16.6643], [13.1313, 11.7632, 13.3088], [7.8025, 10.0253, 15.0908], [8.8274, 13.9348, 13.1989], [13.9200, 13.6082, 19.2327], [12.5287, 7.4894, 13.4063], [13.5604, 9.5879, 19.6936], [8.5676, 12.6693, 15.4797], [11.9463, 10.1061, 18.5623], [12.1946, 12.0567, 19.9797], [9.0996, 9.2145, 10.8354], [12.7706, 8.0849, 11.0727], [15.1865, 7.6066, 19.3941], [13.1027, 7.9500, 8.3437], [15.7217, 13.5766, 10.4259], [13.6963, 6.7800, 22.4281], [9.7523, 10.4395, 10.9605], [12.2910, 9.1321, 10.2748], [13.6348, 6.1110, 11.1638], [11.5900, 11.0130, 18.2143], [7.2806, 8.2154, 10.1483], [14.4918, 6.1298, 22.1368], [9.0387, 10.4406, 14.6624], [17.4285, 8.5655, 17.5394], [7.4400, 9.0081, 14.9729], [12.4618, 9.0793, 8.8988], [13.3689, 9.6917, 16.0978], [11.4092, 7.9193, 16.4441], [11.5475, 10.3698, 11.3415], [15.9063, 8.3913, 19.6073], [14.6791, 8.2155, 17.0463], [12.9390, 13.4917, 14.2408], [9.1306, 11.6612, 10.6209], [8.9549, 13.6790, 15.7333], [13.7827, 13.0719, 9.7754], [13.6510, 6.8509, 23.5059], [12.3503, 13.5978, 13.3107], [11.7691, 9.5030, 12.6938], [7.7862, 9.1473, 10.4021], [6.1509, 10.3108, 9.5667], [9.7213, 12.6110, 10.6009], [17.4612, 10.2001, 16.1291], [14.8716, 11.1668, 15.6994], [14.0179, 12.2841, 20.8713], [7.1715, 10.3507, 10.0106], [13.3271, 6.9438, 10.5380], [16.8979, 9.3651, 16.7853], [12.9802, 8.8519, 22.1900], [14.4112, 6.3756, 17.8630], [9.9146, 14.1116, 13.0209], [12.5637, 14.9116, 12.6569], [12.2891, 7.0375, 17.7205], [14.7325, 8.6180, 22.1183], [12.5595, 6.7353, 15.9364], [12.5509, 7.3223, 19.6642], [14.4353, 12.9551, 12.0638], [13.2212, 12.8726, 18.3678], [14.7380, 13.2626, 10.7836], [12.3428, 11.8684, 11.3030], [7.8488, 11.5632, 10.0894], [11.9570, 12.1059, 9.1895], [13.1211, 12.4648, 12.4320], [11.5575, 15.5868, 12.1187], [16.1188, 6.7970, 17.6254], [9.7147, 9.8291, 14.1302], [13.8461, 13.3518, 20.6763], [10.7218, 12.1693, 14.3080]], "homo_energy_ha": [-0.3937, -0.4701], "e_tot_ev": -92118.599, "spin_multiplicity": 5, "relative_energy_kj_mol": 151.12, "charge": 2, "s2": 6.06}